--- 1 ---
9
Properties=species:S:1:pos:R:3 method="wB97M-V/def2-TZVPD" e_lumo_ev="-0.9 / -0.8" homo_lumo_gap_ev="8.09 / 7.96" e_homo_ev="-8.97 / -8.79"
C 0.131 0.126 0.933
C 0.104 0.703 -0.571
Si -1.385 -0.306 -0.185
Br -3.425 0.110 0.300
H 0.996 -0.613 1.062
H 0.231 0.899 1.773
H -0.107 1.704 -0.671
H 0.902 0.529 -1.342
H -1.296 -2.347 -1.683


--- 2 ---
9
Properties=species:S:1:pos:R:3 method="wB97M-V/def2-TZVPD" e_lumo_ev="-0.9 / -0.8" homo_lumo_gap_ev="7.89 / 8.49" e_homo_ev="-8.79 / -9.30"
C -0.552 -1.186 0.819
C 1.101 0.900 -0.868
Si -0.658 0.169 -0.454
Br 2.048 2.070 0.255
H -0.268 -2.143 0.733
H -0.678 -1.012 1.912
H -1.314 1.131 0.313
H 1.794 0.137 -0.966
H -1.473 -0.064 -1.744


Which structure is the most stable? The one labeled 1.